{
  "formula": "C31H44CoN2O4P2S",
  "method": "the ωB97M-V functional and the def2-TZVPD basis",
  "elements": ["Co", "C", "C", "C", "C", "C", "C", "P", "C", "C", "C", "C", "C", "C", "C", "C", "C", "C", "C", "C", "H", "H", "H", "H", "H", "H", "H", "H", "H", "H", "H", "H", "H", "H", "C", "C", "N", "C", "S", "N", "C", "C", "H", "H", "H", "H", "H", "H", "H", "H", "H", "H", "H", "H", "C", "C", "C", "C", "O", "P", "O", "O", "O", "C", "C", "C", "C", "H", "H", "H", "H", "H", "H", "H", "H", "H", "H", "H", "H", "H", "H", "H", "H", "H", "H"],
  "coordinates": [[-0.38801, -0.76061, 0.00707], [-6.74541, -0.43307, 1.30615], [-5.98192, -1.40960, 0.67665], [-4.60083, -1.32423, 0.69011], [-3.97905, -0.26021, 1.34447], [-4.74240, 0.72912, 1.95513], [-6.12784, 0.63184, 1.94187], [-2.16974, -0.22775, 1.40581], [-1.71253, 1.09465, 2.54354], [-1.55329, 2.37412, 2.01595], [-1.33002, 3.45474, 2.85670], [-1.24553, 3.25529, 4.22690], [-1.38046, 1.97730, 4.75579], [-1.62624, 0.90008, 3.91927], [-1.70536, -1.84042, 2.03169], [-2.12117, -2.68112, 3.06168], [-1.50502, -3.91648, 3.16271], [-0.51947, -4.29660, 2.24698], [-0.13103, -3.46649, 1.20249], [-0.75640, -2.23270, 1.10932], [-7.82488, -0.50593, 1.30073], [-6.46325, -2.23970, 0.17726], [-4.00737, -2.09142, 0.20769], [-4.26490, 1.56357, 2.45234], [-6.72150, 1.39265, 2.43086], [-1.60172, 2.53015, 0.94315], [-1.21331, 4.44789, 2.44301], [-1.06972, 4.09529, 4.88590], [-1.30193, 1.82180, 5.82353], [-1.73464, -0.09437, 4.33414], [-2.90482, -2.38885, 3.75091], [-1.78943, -4.59919, 3.95214], [-0.04965, -5.26659, 2.35351], [0.62690, -3.78451, 0.49789], [-0.42147, -2.82638, -4.89161], [0.35586, -1.90579, -3.96983], [-0.28472, -0.59720, -3.82520], [-1.13983, -0.26301, -2.87915], [-1.68279, -1.40449, -1.66866], [-1.64033, 0.96642, -2.83793], [-1.30208, 2.05594, -3.74829], [-2.05764, 1.98781, -5.06833], [0.09195, -3.78378, -4.97948], [-0.51756, -2.40371, -5.89257], [-1.42003, -3.01016, -4.49459], [1.36344, -1.72104, -4.34327], [0.44556, -2.33017, -2.97345], [-0.08089, 0.08683, -4.53769], [-2.33773, 1.11373, -2.12685], [-0.21882, 2.05669, -3.89499], [-1.52900, 2.98330, -3.22512], [-1.86007, 1.05905, -5.60551], [-1.76519, 2.81799, -5.71038], [-3.13196, 2.04949, -4.89856], [3.70794, -2.41584, -1.85634], [4.09043, -1.07495, -1.24354], [3.98507, 0.05508, -2.25636], [5.47704, -1.13333, -0.63249], [3.15735, -0.88402, -0.11963], [1.96038, 0.10514, 0.06208], [1.09859, -0.39267, 1.21957], [1.00671, 0.09729, -1.14091], [2.52458, 1.55089, 0.24754], [3.08033, 2.17269, 1.47327], [1.98051, 2.28751, 2.51310], [4.24548, 1.34679, 1.98374], [3.53502, 3.53893, 0.99817], [4.16999, -2.53274, -2.83749], [2.62631, -2.47993, -1.97094], [4.03510, -3.24010, -1.22280], [4.65522, -0.16000, -3.08902], [4.28265, 1.00696, -1.81534], [2.96968, 0.15401, -2.64015], [6.19746, -1.42420, -1.39872], [5.50829, -1.87057, 0.16902], [5.77604, -0.16521, -0.23652], [1.67647, 1.31295, 2.89143], [1.10793, 2.78301, 2.08926], [2.34658, 2.88914, 3.34649], [3.94450, 0.32595, 2.22161], [4.62844, 1.80564, 2.89621], [5.05327, 1.31886, 1.25440], [2.69363, 4.10195, 0.59447], [4.29639, 3.44407, 0.22388], [3.95788, 4.09651, 1.83414]],
  "atomic_forces_ev_per_a": [[-0.6, 0.5, 0.1], [0.0, 0.0, 0.0], [0.0, 0.0, 0.0], [0.0, 0.0, 0.0], [0.1, 0.3, -0.5], [0.0, 0.0, 0.0], [0.0, 0.0, 0.0], [1.1, -0.7, 0.5], [-0.3, 0.2, 0.0], [0.0, 0.0, 0.0], [0.0, 0.0, 0.0], [0.0, 0.0, 0.0], [0.0, 0.1, 0.0], [0.1, -0.1, 0.0], [-0.2, -0.1, 0.1], [0.0, 0.0, 0.0], [0.0, 0.0, 0.0], [0.0, 0.0, 0.0], [-0.2, -0.1, 0.1], [0.0, 0.0, -0.1], [0.0, 0.0, 0.0], [0.0, 0.0, 0.0], [0.0, 0.0, 0.0], [0.0, 0.0, 0.0], [0.0, 0.0, 0.0], [0.0, 0.0, 0.0], [0.0, 0.0, 0.0], [0.0, 0.0, 0.0], [0.0, 0.0, 0.0], [0.0, 0.0, 0.0], [0.0, 0.0, 0.0], [0.0, 0.0, 0.0], [0.0, 0.0, 0.0], [0.0, 0.0, 0.0], [0.0, 0.0, 0.0], [0.1, 0.1, 0.0], [-0.1, -0.1, -0.1], [-0.1, 0.0, 0.1], [-0.1, -0.2, -0.2], [0.0, 0.0, 0.0], [0.0, 0.0, 0.1], [0.0, 0.0, 0.0], [0.0, 0.0, 0.0], [0.0, 0.0, 0.0], [0.0, 0.0, 0.0], [0.0, 0.0, 0.0], [0.0, 0.0, 0.0], [0.0, 0.0, 0.0], [0.0, 0.0, 0.0], [0.0, 0.0, 0.0], [0.0, 0.0, 0.0], [0.0, 0.0, 0.0], [0.0, 0.0, 0.0], [0.0, 0.0, 0.0], [0.0, 0.0, 0.0], [-0.1, 0.0, 0.0], [0.0, 0.0, 0.0], [0.0, 0.0, 0.0], [0.2, 0.0, 0.2], [-0.2, 0.0, -0.2], [0.0, 0.2, 0.1], [0.2, -0.1, -0.1], [0.0, 0.0, 0.0], [0.0, -0.1, -0.1], [0.0, 0.0, 0.0], [0.0, 0.0, 0.0], [0.0, 0.0, 0.0], [0.0, 0.0, 0.0], [0.0, 0.0, -0.1], [0.0, 0.0, 0.0], [0.0, 0.0, 0.0], [0.0, 0.0, 0.0], [0.0, 0.0, 0.0], [0.0, 0.0, 0.0], [0.0, 0.0, 0.0], [0.0, 0.0, 0.0], [0.0, 0.0, 0.0], [0.1, 0.0, 0.0], [0.0, 0.0, 0.0], [0.0, 0.0, 0.0], [0.0, 0.0, 0.0], [0.0, 0.0, 0.0], [0.0, 0.0, 0.0], [0.0, 0.0, 0.0], [0.0, 0.0, 0.0]],
  "e_tot_ha": -4081.75873,
  "homo_ha": [-0.4142, -0.4144],
  "orbital_gap_ev": [8.2, 8.1],
  "total_charge": 1,
  "de_lowest_ev": 0.000
}

{
  "formula": "C33H66B3ClNO21P",
  "method": "the ωB97M-V functional and the def2-TZVPD basis",
  "elements": ["O", "C", "N", "B", "O", "B", "O", "B", "P", "O", "Cl", "O", "H", "H", "O", "C", "O", "C", "C", "C", "H", "H", "H", "H", "H", "H", "H", "H", "O", "C", "O", "C", "C", "C", "H", "H", "H", "H", "H", "H", "H", "H", "O", "C", "O", "C", "C", "C", "H", "H", "H", "H", "H", "H", "H", "H", "O", "C", "O", "C", "C", "C", "H", "H", "H", "H", "H", "H", "H", "H", "O", "C", "O", "C", "C", "C", "H", "H", "H", "H", "H", "H", "H", "H", "O", "C", "O", "C", "C", "C", "H", "H", "H", "H", "H", "H", "H", "H", "O", "C", "O", "C", "C", "C", "H", "H", "H", "H", "H", "H", "H", "H", "O", "C", "O", "C", "C", "C", "H", "H", "H", "H", "H", "H", "H", "H"],
  "coordinates": [[-6.06006, -3.22691, 6.51248], [-5.55539, -2.18531, 6.42694], [-5.02397, -1.10635, 6.26443], [-4.34343, -0.93331, 4.99251], [-5.06782, -0.75062, 3.81699], [-4.66472, -1.78602, 2.97345], [-3.34051, -1.78873, 2.60462], [-2.54978, -1.13514, 3.54291], [-0.86812, -0.43562, 2.84133], [-0.39461, 0.79987, 3.79237], [0.57988, -1.85514, 3.14751], [-2.97676, -0.99488, 4.85653], [-5.45022, -2.62890, 2.69275], [-0.72668, 1.62722, 3.41237], [1.88301, 1.31064, 1.64086], [1.89880, 1.03942, 0.47102], [1.19393, -0.02551, 0.04084], [0.97730, -0.32098, -1.33652], [2.11464, -1.13030, -1.92471], [2.75675, 1.80280, -0.50998], [0.78160, 0.59074, -1.90392], [0.05982, -0.90836, -1.36153], [3.05308, -0.57560, -1.90318], [1.89748, -1.39968, -2.95905], [2.26141, -2.04289, -1.34654], [3.76021, 1.37897, -0.51383], [2.80955, 2.83831, -0.18364], [2.36504, 1.81765, -1.52384], [4.51281, 4.38688, -2.35685], [4.64922, 5.13267, -1.42283], [3.56376, 5.51083, -0.72158], [3.64440, 6.22659, 0.51537], [3.74044, 7.72141, 0.29132], [5.99730, 5.71736, -1.07948], [4.46113, 5.84669, 1.12994], [2.72229, 5.98900, 1.04371], [4.64760, 7.99113, -0.24984], [3.73640, 8.24936, 1.24563], [2.89482, 8.06584, -0.30479], [6.15075, 6.61356, -1.68121], [6.75869, 4.98248, -1.32974], [6.12354, 5.95872, -0.02665], [0.95901, -5.13842, 1.55169], [0.75603, -5.82751, 2.51692], [1.18518, -5.40113, 3.72081], [0.83089, -6.03417, 4.95431], [1.76519, -7.17941, 5.28461], [0.12286, -7.19310, 2.40791], [-0.21621, -6.34043, 4.94617], [0.92452, -5.25631, 5.71105], [1.70521, -7.97165, 4.53738], [1.51654, -7.60440, 6.25755], [2.79751, -6.82627, 5.30737], [0.89852, -7.92464, 2.18736], [-0.58938, -7.17626, 1.58730], [-0.42171, -7.50573, 3.29035], [5.03736, -5.24501, 4.98168], [5.04593, -4.49427, 4.04194], [6.09195, -3.65387, 3.89705], [6.29528, -2.86500, 2.72236], [5.53916, -1.55315, 2.78349], [3.88694, -4.40534, 3.08262], [6.05465, -3.43692, 1.82528], [7.36700, -2.67206, 2.69079], [4.46144, -1.71079, 2.82803], [5.76088, -0.94380, 1.90652], [5.82196, -0.99763, 3.67758], [3.14487, -3.71738, 3.48146], [3.44162, -5.38756, 2.99753], [4.16563, -4.09854, 2.07733], [-1.12201, -9.81186, 2.84493], [-2.00733, -10.14718, 2.10687], [-2.68270, -9.19437, 1.43436], [-3.61398, -9.48178, 0.38711], [-5.00219, -9.75624, 0.92643], [-2.43686, -11.59011, 1.98261], [-3.24791, -10.29194, -0.24484], [-3.63052, -8.58709, -0.23299], [-5.01794, -10.64096, 1.56321], [-5.70564, -9.90897, 0.10775], [-5.34336, -8.91588, 1.53068], [-3.15761, -11.81114, 2.76871], [-1.55962, -12.21631, 2.12225], [-2.86523, -11.84532, 1.01648], [5.68195, 8.85343, -2.54769], [5.08787, 8.83103, -3.59255], [4.70704, 7.63828, -4.07824], [3.82851, 7.47782, -5.19479], [4.57832, 7.50739, -6.51002], [4.84153, 10.08280, -4.39940], [3.02177, 8.21177, -5.16118], [3.36776, 6.50164, -5.05464], [5.06410, 8.46975, -6.67473], [3.89778, 7.31896, -7.34055], [5.35758, 6.74564, -6.51427], [5.71121, 10.27362, -5.02671], [4.71677, 10.91191, -3.70772], [3.94931, 10.04174, -5.01944], [-2.20481, 2.63694, 1.30079], [-3.10332, 2.33480, 0.56062], [-3.76028, 3.30574, -0.09392], [-4.70595, 3.03922, -1.13990], [-6.09138, 2.78689, -0.58530], [-3.55887, 0.90455, 0.42410], [-4.36318, 2.22689, -1.77856], [-4.71661, 3.93436, -1.75901], [-6.11438, 1.90115, 0.05035], [-6.80198, 2.64681, -1.39895], [-6.41149, 3.63152, 0.02617], [-4.27890, 0.68685, 1.21278], [-2.68751, 0.26438, 0.55056], [-3.99638, 0.66656, -0.54282], [-6.18552, 2.01418, -3.93356], [-6.12584, 2.77326, -4.86246], [-5.03944, 3.55930, -4.98417], [-4.76858, 4.35208, -6.14439], [-5.44991, 5.70277, -6.07619], [-7.26976, 2.92906, -5.83620], [-5.02208, 3.80608, -7.05389], [-3.68819, 4.48511, -6.15256], [-6.53540, 5.60446, -6.05388], [-5.17733, 6.31095, -6.93878], [-5.15325, 6.22786, -5.16837], [-7.97885, 3.65101, -5.43320], [-7.76390, 1.96597, -5.93328], [-6.96597, 3.23800, -6.83323]],
  "atomic_forces_ev_per_a": [[-0.1, 0.1, 0.5], [-0.1, 0.0, -0.4], [0.3, -0.3, -0.1], [0.2, 1.0, 0.1], [-0.4, -1.1, 0.5], [-0.3, 0.5, -0.5], [-0.3, 0.0, 0.7], [1.6, -0.6, 0.6], [0.1, 0.6, -1.8], [-0.5, -0.2, 0.8], [-0.4, 0.0, 0.4], [-0.5, 0.1, -0.2], [0.1, 0.0, -0.4], [0.3, -0.1, -0.2], [-0.1, -0.1, 0.0], [0.3, 0.1, -0.1], [-0.2, 0.0, 0.2], [0.1, -0.1, -0.2], [0.1, 0.0, 0.1], [-0.4, 0.3, -0.1], [0.1, 0.0, 0.0], [0.0, 0.0, 0.1], [0.0, 0.0, -0.1], [0.0, 0.0, 0.0], [-0.1, 0.0, 0.0], [0.0, 0.0, 0.0], [0.1, 0.0, 0.1], [0.1, -0.1, 0.0], [-0.3, 0.0, 0.1], [0.4, 0.2, -0.2], [-0.2, -0.3, 0.0], [0.0, 0.3, 0.1], [0.1, 0.0, -0.1], [0.1, -0.3, 0.3], [0.0, 0.0, -0.1], [0.0, -0.1, -0.1], [0.0, 0.0, 0.0], [0.0, 0.0, 0.0], [0.0, 0.0, 0.1], [-0.1, 0.0, 0.0], [-0.1, 0.0, -0.2], [-0.1, 0.2, 0.0], [0.1, 0.1, 0.1], [0.0, -0.4, -0.1], [-0.3, 0.3, 0.0], [0.0, -0.2, 0.2], [0.1, 0.0, -0.2], [-0.3, 0.4, 0.1], [0.0, 0.0, -0.1], [0.0, 0.1, -0.1], [-0.1, 0.0, 0.0], [0.0, 0.0, 0.0], [0.0, 0.1, 0.1], [0.0, 0.0, 0.1], [0.1, 0.0, -0.1], [0.2, -0.1, 0.1], [0.1, 0.0, 0.0], [-0.3, 0.1, 0.0], [0.3, -0.2, 0.1], [-0.1, 0.2, -0.1], [-0.1, -0.1, 0.1], [0.5, -0.2, -0.4], [-0.1, 0.0, 0.0], [0.0, -0.1, 0.1], [0.0, 0.0, -0.1], [0.0, 0.0, 0.0], [0.1, 0.0, 0.0], [0.0, 0.0, 0.0], [-0.1, 0.0, 0.2], [0.0, 0.2, 0.1], [-0.1, -0.1, 0.0], [-0.1, -0.2, 0.2], [0.2, 0.2, -0.1], [-0.2, -0.1, -0.1], [0.0, -0.1, 0.2], [0.2, -0.1, -0.4], [0.0, 0.0, 0.1], [0.1, 0.1, 0.1], [0.0, 0.0, -0.1], [0.0, 0.0, 0.0], [0.0, 0.0, -0.1], [0.0, 0.0, 0.0], [0.0, 0.0, 0.2], [-0.2, 0.0, 0.1], [0.0, 0.1, 0.1], [0.1, 0.0, -0.2], [-0.1, -0.1, 0.2], [-0.1, 0.0, -0.3], [0.2, 0.1, 0.0], [-0.4, 0.1, 0.1], [0.1, 0.1, 0.0], [0.1, 0.0, 0.1], [-0.1, 0.0, 0.0], [0.0, 0.0, 0.0], [-0.1, -0.1, 0.0], [0.0, 0.0, 0.0], [0.2, 0.0, 0.0], [0.1, -0.1, -0.1], [0.1, 0.1, 0.1], [-0.2, -0.2, 0.2], [0.2, 0.2, -0.1], [-0.3, -0.1, -0.1], [0.0, 0.0, 0.2], [0.3, -0.2, -0.5], [0.0, 0.0, 0.0], [0.1, 0.1, 0.1], [0.0, 0.0, -0.1], [0.0, 0.0, 0.0], [0.0, 0.0, 0.0], [0.0, 0.0, 0.0], [0.0, 0.0, 0.2], [-0.2, 0.1, 0.1], [0.1, 0.0, 0.1], [-0.2, 0.1, 0.0], [0.2, -0.1, 0.1], [0.0, 0.2, -0.1], [-0.1, 0.0, 0.1], [0.2, -0.3, -0.3], [-0.1, 0.0, 0.0], [0.0, -0.1, 0.1], [0.0, 0.0, -0.1], [0.0, 0.0, 0.0], [0.1, 0.0, 0.0], [0.0, 0.0, 0.0], [-0.1, 0.0, 0.2], [0.0, 0.2, 0.1]],
  "e_tot_ha": -3808.26610,
  "homo_ha": -0.2769,
  "orbital_gap_ev": 7.8,
  "total_charge": 0
}